36
Properties=species:S:1:pos:R:3:forces:R:3 method="wB97M-V/def2-TZVPD" total_energy_ha=-18661.2710 e_above_lowest_kcal_mol=4.7 total_charge=0 e_homo_ev=-7.952
Pt 0.565 0.627 -0.514 0.030 0.064 0.088
Br 0.948 0.093 5.977 0.001 -0.002 -0.002
Br -4.310 -0.807 -0.906 -0.010 -0.002 -0.010
Br -5.132 4.620 0.412 0.001 0.000 0.005
Se 1.307 -1.583 -0.964 -0.024 -0.037 -0.052
Se 4.102 -0.481 -0.190 -0.029 -0.023 0.057
Se 2.746 -2.045 0.867 0.071 0.014 -0.017
Se 2.750 1.391 0.182 -0.005 0.012 -0.024
S -0.589 -2.635 -0.417 -0.064 -0.031 0.036
O -1.380 0.071 -0.854 -0.043 0.005 -0.029
N -0.334 2.444 -0.209 -0.005 -0.004 -0.011
N -0.743 0.067 2.243 -0.037 0.005 -0.034
N 0.373 -5.272 -0.920 -0.042 -0.018 0.037
C -3.935 3.203 0.037 -0.013 -0.018 -0.013
C 0.219 3.606 0.054 0.017 0.041 0.021
C -1.701 2.329 -0.231 -0.002 -0.022 -0.019
C -0.275 -0.158 4.560 0.003 -0.007 0.001
C -2.537 3.425 0.053 -0.001 0.014 0.014
C -3.582 0.891 -0.541 0.004 0.020 0.001
C -1.937 -0.479 2.456 0.012 -0.016 0.030
C -1.910 4.659 0.336 0.015 -0.004 -0.010
C -0.015 -4.206 -0.715 0.085 0.024 -0.051
C 0.079 0.220 3.274 0.025 -0.001 -0.020
C -4.437 1.964 -0.246 0.010 0.014 -0.003
C -0.548 4.748 0.329 -0.020 -0.012 0.001
C -2.207 1.035 -0.560 0.030 0.007 -0.024
C -2.368 -0.885 3.710 0.004 -0.010 -0.003
C -1.517 -0.719 4.792 -0.001 -0.001 0.004
H 1.300 3.652 0.055 0.002 -0.022 -0.010
H -5.505 1.799 -0.250 0.000 0.001 0.002
H -0.043 5.679 0.540 -0.003 0.003 -0.003
H -3.347 -1.325 3.837 -0.002 0.002 -0.003
H -1.808 -1.021 5.789 0.000 0.001 0.000
H 1.054 0.649 3.065 -0.005 0.013 0.001
H -2.521 5.525 0.553 0.000 -0.001 0.007
H -2.571 -0.603 1.583 -0.002 -0.004 0.034

32
Properties=species:S:1:pos:R:3:forces:R:3 method="wB97M-V/def2-TZVPD" total_energy_ha=-4013.9046 e_above_lowest_kcal_mol=21.0 total_charge=-2 e_homo_ev=-0.888
Pd 0.262 0.051 0.116 0.277 -0.066 0.416
Cl -2.849 -0.189 -0.726 0.005 -0.012 -0.078
Cl -1.002 -5.196 0.544 0.026 -0.035 0.009
S -0.253 -2.253 -0.268 0.174 0.047 -0.123
S 5.260 5.449 -0.073 0.106 0.116 0.022
S 2.527 4.325 0.405 0.168 -0.110 -0.125
S 4.502 2.616 -0.701 -0.162 0.157 0.053
S 0.293 2.365 0.301 -0.008 -0.099 0.022
S 2.766 0.204 -0.925 -0.342 -0.064 -0.117
C -1.395 -0.765 4.003 0.006 0.004 0.023
C -0.115 -0.083 2.055 -0.272 -0.009 -0.089
C 0.780 0.182 4.298 -0.031 -0.011 0.013
C -4.618 -3.584 0.299 0.021 -0.076 0.018
C 0.901 0.328 2.922 0.089 -0.027 -0.052
C -3.556 -4.460 0.474 0.010 0.030 -0.006
C -1.916 -2.684 -0.061 -0.081 -0.051 0.074
C 4.155 4.197 -0.124 -0.227 -0.284 -0.006
C -3.042 -1.845 -0.244 0.070 -0.176 0.056
C 2.920 1.864 -0.490 0.181 0.141 0.035
C 1.978 2.701 0.022 0.107 0.167 -0.003
C -4.347 -2.278 -0.062 -0.036 0.116 -0.030
C -1.266 -0.624 2.625 -0.023 0.051 -0.025
C -2.259 -4.015 0.299 -0.086 0.181 -0.043
C -0.371 -0.365 4.852 0.008 0.010 -0.041
H -3.722 -5.492 0.754 0.003 0.002 -0.002
H -2.304 -1.196 4.412 0.003 0.002 -0.002
H -5.149 -1.567 -0.214 0.012 -0.010 0.003
H 1.805 0.764 2.511 -0.008 0.005 -0.004
H -5.638 -3.917 0.442 0.006 0.001 -0.001
H -2.083 -0.949 1.994 0.002 0.005 0.002
H -0.470 -0.475 5.926 0.001 -0.003 0.002
H 1.591 0.508 4.941 0.000 -0.001 -0.003

35
Properties=species:S:1:pos:R:3:forces:R:3 method="wB97M-V/def2-TZVPD" total_energy_ha=-3711.1206 s_squared=2.017 multiplicity=3 e_above_lowest_kcal_mol=7.4 total_charge=-2 e_homo_ev="-1.383 / -2.436"
Ti 0.521 0.198 0.640 -0.202 -2.090 0.175
Cl -0.465 -3.957 -2.268 -0.001 -0.010 0.036
Cl 5.059 0.858 3.672 0.073 0.000 0.045
Cl -0.061 -2.070 2.829 -0.146 -0.193 0.117
S -1.101 -1.592 -0.175 0.086 -0.306 0.121
O 2.142 -0.739 1.253 1.024 -0.167 0.273
O 1.312 0.096 -1.201 0.244 0.528 -0.699
O 1.993 1.438 1.159 0.721 0.240 0.063
O -0.747 0.820 1.957 -0.826 0.811 0.593
O -2.327 2.329 2.510 -0.060 0.102 -0.119
O 1.711 1.285 -3.076 -0.106 0.064 -0.086
N -0.456 1.595 -0.351 -0.624 1.720 -0.790
C -0.243 -3.041 0.297 -0.113 0.036 0.013
C 0.679 -5.258 -0.234 0.021 0.017 -0.047
C 0.858 -4.434 2.000 0.037 -0.011 0.008
C 2.772 0.402 1.241 -0.062 -0.162 0.330
C -1.327 2.358 0.331 0.159 -0.159 -0.269
C 0.029 -4.089 -0.598 -0.016 -0.027 -0.012
C -1.536 1.828 1.733 0.094 -0.256 0.154
C 0.025 1.992 -1.540 -0.175 -0.203 0.244
C -0.433 3.145 -2.139 -0.074 0.142 -0.127
C -1.831 3.517 -0.217 -0.125 0.136 0.015
C -1.392 3.910 -1.479 0.062 -0.120 0.047
C 1.124 1.064 -2.028 -0.017 -0.184 0.002
C 0.207 -3.277 1.614 -0.015 0.044 -0.069
C 1.098 -5.436 1.072 -0.040 -0.016 0.020
C 4.183 0.481 1.254 0.006 0.013 -0.314
H -1.768 4.820 -1.928 -0.001 0.004 0.002
H -2.534 4.104 0.359 0.006 -0.012 0.003
H 4.647 1.409 0.968 0.009 0.037 0.155
H 1.605 -6.346 1.366 0.029 0.015 -0.004
H 0.863 -6.013 -0.987 -0.023 -0.002 -0.002
H -0.023 3.433 -3.097 0.016 -0.014 0.008
H 4.731 -0.440 1.166 0.036 0.010 0.114
H 1.181 -4.535 3.027 0.003 0.015 -0.002

32
Properties=species:S:1:pos:R:3:forces:R:3 method="wB97M-V/def2-TZVPD" total_energy_ha=-2267.0901 s_squared=6.060 multiplicity=5 e_above_lowest_kcal_mol=0.0 total_charge=+2 e_homo_ev="-14.813 / -14.792"
Mn 0.283 0.014 -0.092 -0.979 -0.052 1.064
O 0.675 0.019 -4.096 -0.841 0.011 3.642
O -0.023 -2.973 -0.404 0.565 5.864 0.925
O 0.024 3.006 -0.250 0.385 -5.601 0.630
O -2.519 0.052 0.887 2.176 0.013 -1.768
O 2.876 0.089 -1.561 -4.182 -0.143 1.971
N 1.032 0.172 3.940 0.099 -0.401 -2.233
N -0.452 1.684 10.426 0.671 -0.674 -2.829
N 0.842 -0.047 1.738 0.451 0.063 2.105
C 0.130 1.114 7.934 0.315 -0.152 -0.145
C -0.190 1.425 9.312 -0.600 0.614 2.275
C 1.615 0.062 6.311 -0.389 0.229 -0.035
C 0.095 -1.817 -0.262 -0.553 -8.596 -1.535
C 2.043 -0.641 2.137 -0.351 0.371 0.383
C 2.165 -0.503 3.481 -0.338 0.130 -0.349
C 0.405 0.023 -2.982 0.173 -0.017 -4.534
C -1.644 0.050 0.074 -4.108 -0.066 1.050
C 0.754 0.488 5.288 -0.248 0.204 1.156
C -0.405 1.211 5.568 0.219 -0.037 0.449
C 1.287 0.390 7.630 0.257 -0.221 -0.227
C 1.834 0.055 -1.051 7.459 0.238 -2.662
C 0.252 0.434 2.851 1.181 -0.533 0.880
C 0.116 1.844 -0.166 -0.227 8.443 -1.147
C -0.699 1.525 6.889 -0.238 0.070 -0.063
H 2.708 -1.093 1.418 0.049 -0.019 0.207
H 2.969 -0.821 4.119 -0.092 0.029 0.058
H 2.517 -0.526 6.099 -0.481 0.351 0.233
H -0.697 0.953 2.905 0.227 -0.165 -0.100
H -1.833 0.053 -1.052 -0.627 0.010 0.407
H -1.589 2.092 7.120 -0.035 -0.001 -0.025
H -1.085 1.533 4.781 0.160 -0.003 0.313
H 1.943 0.067 8.433 -0.099 0.041 -0.096

32
Properties=species:S:1:pos:R:3:forces:R:3 method="wB97M-V/def2-TZVPD" smiles="O=C(On1nnc2ccccc21)C(=O)c1ccc2[nH]cnc2c1" total_energy_ha=-1076.3604 e_above_lowest_kcal_mol=38.0 total_charge=0 e_homo_ev=-8.871
O 1.889 -1.756 -0.461 0.897 -0.462 0.372
O 0.023 -0.319 -1.584 2.542 -0.880 0.831
O 0.803 1.405 -0.202 0.030 -3.436 -2.206
N -0.665 1.251 -3.354 -0.338 -0.945 -1.251
N -1.827 1.673 -3.868 2.712 -1.603 3.201
N 3.982 2.458 3.553 -0.050 2.045 0.628
N 4.590 0.758 4.793 2.390 -2.089 1.676
N -0.856 0.460 -2.184 -3.136 4.092 -2.417
C 4.572 2.151 4.677 -1.191 -2.820 -2.903
C 1.909 -0.629 -0.027 0.683 -1.613 1.128
C -2.187 0.643 -1.876 0.595 -1.380 1.692
C -2.776 1.290 -2.918 -1.186 0.956 -0.682
C 2.637 -0.205 1.264 0.755 -0.653 -0.064
C 4.003 0.223 3.649 0.379 -0.311 1.522
C 0.940 0.251 -0.650 -2.994 6.578 1.054
C -4.166 1.519 -2.865 0.260 -1.377 3.287
C -2.909 0.277 -0.752 0.483 0.367 -0.544
C -4.227 0.590 -0.634 -0.345 -1.621 0.377
C -4.913 1.149 -1.695 2.227 0.768 -2.665
C 2.933 1.077 1.755 -1.024 2.090 -3.564
C 3.589 1.294 2.935 0.197 0.568 0.054
C 3.160 -1.306 2.015 -0.378 0.239 -0.136
C 3.791 -1.073 3.208 0.320 0.267 0.250
H 3.072 -2.331 1.656 -0.220 0.338 0.005
H 5.329 0.190 5.356 -2.123 1.635 -1.217
H -4.718 0.066 0.190 -0.260 0.817 -0.045
H -2.436 -0.262 -0.003 0.832 -0.906 1.376
H -5.961 1.216 -1.712 -1.130 0.315 0.078
H 2.798 2.010 1.093 -0.324 -1.675 1.173
H -4.633 1.905 -3.684 -1.316 1.148 -2.082
H 5.007 2.766 5.400 0.455 0.965 0.800
H 4.179 -1.805 3.856 0.257 -1.416 0.272

44
Properties=species:S:1:pos:R:3:forces:R:3 method="wB97M-V/def2-TZVPD" total_energy_ha=-3750.9163 e_above_lowest_kcal_mol=19.9 total_charge=-1 e_homo_ev="-5.427 / -5.427"
W -0.947 0.800 0.952 0.023 1.997 2.574
Sb -2.017 2.912 3.427 0.358 1.600 1.101
S -3.195 1.650 1.790 1.810 -1.154 -1.907
S -3.090 2.570 5.427 0.527 0.013 -0.899
S -1.556 5.097 2.706 -0.349 -1.474 0.554
S -0.064 1.373 3.190 -0.698 0.152 -1.888
S 2.279 -1.039 3.000 -0.399 -0.482 -0.871
O -0.524 2.528 0.148 -0.402 -0.739 1.592
O -1.732 -6.323 -0.730 0.032 0.416 -2.923
O 0.086 0.053 -2.842 -0.834 -2.693 -0.614
O -1.384 -0.195 -0.703 0.578 -0.526 1.733
O -2.554 -2.617 2.327 0.974 -0.203 -1.184
O -0.083 -1.643 -4.242 0.072 1.174 0.918
O -1.286 -0.892 1.926 0.803 0.530 -1.635
O -1.668 -5.969 -2.947 -0.095 -0.191 1.960
N 1.744 -2.917 1.141 0.468 -0.345 0.888
N -1.675 -5.610 -1.763 0.185 -1.099 0.090
N 1.514 -0.783 0.380 -0.204 -1.816 0.130
N 1.250 0.526 0.537 -0.195 1.769 -0.668
N -0.278 -1.101 -3.149 0.506 0.961 -0.808
C 1.514 5.515 -0.287 1.201 -1.124 -2.163
C -1.827 -2.036 1.537 -2.194 -0.423 1.206
C -0.962 -1.997 -2.181 -0.083 1.451 0.212
C 2.718 4.939 -0.888 -2.990 -1.031 2.348
C -1.824 -3.840 -0.238 0.616 2.132 0.887
C 0.536 3.374 0.164 2.273 -2.315 -3.034
C -1.190 -3.277 -2.560 0.047 -1.895 2.426
C 2.056 1.386 -0.077 -1.696 -2.165 1.102
C -1.320 -1.524 -0.909 -0.344 -0.626 1.305
C 1.809 2.748 -0.272 -0.792 3.171 1.165
C -1.663 -2.488 0.114 0.397 0.989 -0.816
C 0.401 4.739 0.040 -0.394 1.276 1.282
C 1.798 -1.580 1.445 0.116 1.385 -0.088
C 2.875 3.577 -0.804 -1.353 -2.032 -0.156
C -1.562 -4.186 -1.512 0.037 0.640 -2.369
H 1.431 6.578 -0.435 -0.287 0.267 0.425
H 1.774 -3.179 0.141 0.081 0.056 1.252
H 3.423 5.536 -1.348 1.366 1.291 -0.751
H 2.117 -3.495 1.938 -0.506 0.600 -1.808
H 2.951 0.937 -0.447 0.605 -0.206 -0.302
H -2.052 -4.652 0.418 -0.198 0.263 0.756
H -0.566 5.177 0.390 1.001 -0.302 -0.609
H 3.654 2.944 -1.291 -0.164 1.110 0.548
H -0.909 -3.619 -3.513 0.098 -0.402 -0.962

36
Properties=species:S:1:pos:R:3:forces:R:3 method="wB97M-V/def2-TZVPD" total_energy_ha=-3654.0067 e_above_lowest_kcal_mol=0.0 total_charge=+2 e_homo_ev=-15.018
W -0.083 0.013 0.148 -0.517 0.646 -0.384
Se 2.784 1.991 2.012 0.306 -0.065 -0.215
O 0.908 0.216 -1.558 0.111 0.010 -0.131
O -2.086 -3.386 -0.423 -0.045 0.107 -0.055
O -1.335 -1.252 -0.245 -0.293 -0.191 0.030
N -1.737 3.423 -3.873 0.011 -0.003 -0.002
N 1.420 0.939 1.470 0.067 -0.012 -0.252
N 1.001 -1.912 0.338 0.161 -0.289 0.033
N -0.453 0.025 2.361 0.052 -0.145 -0.088
N -1.376 1.621 0.344 -0.073 0.055 0.044
N 0.875 0.861 -3.729 0.127 0.023 -0.014
N 2.260 1.951 3.666 -0.221 0.236 0.228
C 2.026 -4.492 0.419 -0.005 0.044 0.000
C -1.058 1.587 -0.843 0.306 -0.227 0.068
C 0.686 -4.277 0.116 -0.042 -0.161 -0.045
C -1.193 -2.653 -0.230 0.147 -0.300 0.109
C 0.227 -2.984 0.081 -0.006 0.115 0.086
C 0.355 0.956 -2.533 -0.044 0.025 0.128
C 1.119 1.283 3.771 0.189 -0.081 0.031
C 2.290 -2.125 0.622 -0.002 0.163 -0.008
C -1.211 -0.146 3.419 -0.162 -0.052 -0.124
C 0.290 1.057 4.912 0.012 -0.069 -0.020
C -1.320 2.703 -3.080 -0.004 -0.016 -0.003
C 2.835 -3.398 0.670 0.022 -0.071 -0.014
C -0.854 0.345 4.709 0.091 0.077 0.134
C 0.688 0.720 2.549 -0.106 0.077 0.423
C -0.740 1.769 -2.180 -0.045 0.088 0.022
H -1.521 0.149 5.537 -0.058 -0.029 -0.055
H 0.564 1.442 5.885 0.016 0.022 -0.013
H 1.703 0.305 -3.879 -0.018 -0.016 -0.018
H 2.428 -5.496 0.455 -0.005 -0.002 -0.004
H 3.884 -3.522 0.899 0.001 0.031 0.011
H 2.895 -1.248 0.807 0.041 -0.029 0.008
H -2.142 -0.679 3.267 -0.004 0.016 0.069
H 0.484 1.376 -4.507 -0.018 0.021 0.022
H 0.000 -5.088 -0.094 0.009 0.003 0.000

53
Properties=species:S:1:pos:R:3:forces:R:3 method="wB97M-V/def2-TZVPD" total_energy_ha=-3143.5951 e_above_lowest_kcal_mol=0.0 total_charge=-2 e_homo_ev=-5.436
Ba 1.841 0.505 1.435 -0.260 -0.355 -0.608
O -1.936 -4.691 -0.015 0.256 -0.534 0.195
O 7.548 3.111 -0.185 -0.586 0.648 -0.054
O -5.376 -0.281 -3.633 -0.476 0.279 0.227
O 10.594 2.339 1.229 0.372 -0.315 -0.228
O -6.232 0.588 0.113 -0.129 0.244 0.181
O -3.437 0.738 -3.016 -0.391 -0.197 0.634
O 6.336 1.039 -0.128 -0.527 -0.543 -0.723
O 0.149 -1.517 2.188 -0.092 -0.015 -0.003
O 6.480 2.249 1.848 -0.066 -0.176 0.242
O -1.553 -2.730 1.305 0.073 0.482 0.009
O -1.960 0.903 1.533 0.555 0.423 0.818
O -3.130 -2.852 -0.702 1.192 1.605 0.750
O 4.438 1.731 2.622 -0.614 -0.411 0.392
O -4.313 1.302 1.037 0.937 0.741 0.220
O 8.578 1.371 0.967 -0.922 -0.265 -0.047
O 0.359 1.251 -0.653 -0.387 -0.046 0.607
O -2.000 -1.016 -3.591 0.637 0.306 -0.267
O -1.478 0.282 -1.576 0.454 0.095 0.106
O -1.253 1.349 -3.672 -0.331 -0.180 -0.306
O 9.377 4.326 -0.645 0.144 0.476 0.056
O -3.439 1.636 3.235 0.220 -0.785 -0.312
O -0.090 1.832 2.384 0.096 0.496 -0.063
O 0.569 2.543 -3.142 -0.361 0.721 0.014
O -1.980 2.649 4.539 0.879 0.047 -0.064
O -5.587 -1.826 1.677 -0.263 -0.060 0.555
O -3.694 -6.125 0.060 0.541 -0.344 -0.206
O -0.703 -2.802 -0.915 0.368 0.405 0.875
O 1.045 -1.460 -0.491 0.818 0.041 0.224
O -5.147 -3.756 -0.955 0.047 -0.459 0.147
O 4.158 0.396 0.143 -0.198 -0.533 -0.891
O -3.831 -0.585 2.296 1.402 0.272 0.961
O -3.520 -2.271 -4.696 0.292 -0.131 -0.344
C 5.326 1.640 1.815 0.198 1.239 -0.179
C -4.995 -0.793 1.722 -0.345 -0.119 -1.573
C -4.000 -3.840 -0.644 -0.269 0.074 -0.601
C -5.309 0.473 0.862 -0.474 -0.993 -0.117
C -2.240 2.036 3.543 -0.379 1.039 0.585
C -4.200 -0.241 -3.498 0.927 -0.250 -1.088
C 5.179 0.932 0.470 1.707 0.413 0.828
C 8.830 3.429 -0.093 0.549 -0.997 -0.246
C -3.196 -5.067 -0.191 -0.988 -0.158 0.652
C -0.439 -2.082 1.277 -0.444 -0.189 0.308
C -0.380 1.863 -2.861 1.534 -0.816 -0.100
C 0.086 -2.102 -0.140 -0.295 0.227 -1.342
C 9.502 2.291 0.756 -0.277 1.100 0.319
C -0.488 1.122 -1.516 0.030 0.002 -0.384
C -1.284 1.634 2.389 -0.893 -1.195 0.359
C -3.205 -1.316 -4.059 -0.943 -0.184 1.022
B -2.044 0.301 -2.986 -0.738 0.489 0.141
B -1.850 -3.237 -0.096 -0.985 -1.022 -0.829
B -3.360 0.774 2.046 -1.937 0.150 -1.154
B 7.255 1.956 0.606 0.344 -0.741 0.303

Please write out number 3 again, unchanged.
35
Properties=species:S:1:pos:R:3:forces:R:3 method="wB97M-V/def2-TZVPD" total_energy_ha=-3711.1206 s_squared=2.017 multiplicity=3 e_above_lowest_kcal_mol=7.4 total_charge=-2 e_homo_ev="-1.383 / -2.436"
Ti 0.521 0.198 0.640 -0.202 -2.090 0.175
Cl -0.465 -3.957 -2.268 -0.001 -0.010 0.036
Cl 5.059 0.858 3.672 0.073 0.000 0.045
Cl -0.061 -2.070 2.829 -0.146 -0.193 0.117
S -1.101 -1.592 -0.175 0.086 -0.306 0.121
O 2.142 -0.739 1.253 1.024 -0.167 0.273
O 1.312 0.096 -1.201 0.244 0.528 -0.699
O 1.993 1.438 1.159 0.721 0.240 0.063
O -0.747 0.820 1.957 -0.826 0.811 0.593
O -2.327 2.329 2.510 -0.060 0.102 -0.119
O 1.711 1.285 -3.076 -0.106 0.064 -0.086
N -0.456 1.595 -0.351 -0.624 1.720 -0.790
C -0.243 -3.041 0.297 -0.113 0.036 0.013
C 0.679 -5.258 -0.234 0.021 0.017 -0.047
C 0.858 -4.434 2.000 0.037 -0.011 0.008
C 2.772 0.402 1.241 -0.062 -0.162 0.330
C -1.327 2.358 0.331 0.159 -0.159 -0.269
C 0.029 -4.089 -0.598 -0.016 -0.027 -0.012
C -1.536 1.828 1.733 0.094 -0.256 0.154
C 0.025 1.992 -1.540 -0.175 -0.203 0.244
C -0.433 3.145 -2.139 -0.074 0.142 -0.127
C -1.831 3.517 -0.217 -0.125 0.136 0.015
C -1.392 3.910 -1.479 0.062 -0.120 0.047
C 1.124 1.064 -2.028 -0.017 -0.184 0.002
C 0.207 -3.277 1.614 -0.015 0.044 -0.069
C 1.098 -5.436 1.072 -0.040 -0.016 0.020
C 4.183 0.481 1.254 0.006 0.013 -0.314
H -1.768 4.820 -1.928 -0.001 0.004 0.002
H -2.534 4.104 0.359 0.006 -0.012 0.003
H 4.647 1.409 0.968 0.009 0.037 0.155
H 1.605 -6.346 1.366 0.029 0.015 -0.004
H 0.863 -6.013 -0.987 -0.023 -0.002 -0.002
H -0.023 3.433 -3.097 0.016 -0.014 0.008
H 4.731 -0.440 1.166 0.036 0.010 0.114
H 1.181 -4.535 3.027 0.003 0.015 -0.002